Formula: C21H21BF5IrN9O5STe
Source: the Open Molecules 2025 dataset
Level of theory: ωB97M-V with the def2-TZVPD basis set

2S+1 = 6
Charge = 0
Gap between HOMO and LUMO (spin up / spin down) = 0.29510 / 0.25245 hartree
E_HOMO (spin up / spin down) = -8.7 / -9.5 eV

Cartesian coordinates (Å):
Ir 0.82200 -1.08025 1.24592
C -0.38451 2.93058 -0.34381
C 0.60752 1.82977 -0.22486
N 0.15431 1.06349 0.88201
N -0.90909 1.65522 1.41241
C -1.24542 2.77671 0.68222
B -1.49976 0.94082 2.66571
N -0.31007 0.56402 3.58595
C 0.11429 1.21006 4.68706
C 1.21750 0.55049 5.19029
C 1.42068 -0.51461 4.31507
N 0.49175 -0.49966 3.35978
N -2.18092 -0.34401 2.13113
C -3.48811 -0.66616 2.11992
C -3.64100 -1.83497 1.40170
C -2.34860 -2.16920 0.98870
N -1.48956 -1.26054 1.43199
N -2.49763 1.75313 3.45807
C -3.03510 1.36880 4.64787
C -3.90610 2.34627 5.05065
C -3.83991 3.31104 4.02673
N -2.99767 2.94733 3.07879
H -0.35991 3.70683 -1.08807
H 1.63704 2.17347 -0.08695
H -2.08684 3.36782 0.99233
H -0.37437 2.10230 5.04092
H 1.78976 0.80001 6.06575
H 2.17531 -1.28366 4.33822
H -4.22325 -0.05125 2.61139
H -4.55424 -2.36511 1.19857
H -2.00533 -3.02190 0.42526
H -2.75463 0.43429 5.10771
H -4.50151 2.36773 5.94659
H -4.37296 4.24442 3.94606
C -0.28617 -1.04016 -7.56558
C 0.14348 -0.86328 -6.13822
C -0.76414 -0.46274 -5.15901
C -0.35681 -0.25169 -3.85427
C 0.98028 -0.43036 -3.53434
C 1.90634 -0.83373 -4.48548
C 1.47760 -1.05527 -5.78085
S 1.52470 -0.20389 -1.87031
O 0.63830 0.99760 -1.46686
O 2.94100 0.13306 -1.96245
N 1.13702 -1.39107 -0.97436
C 1.54480 -2.74042 -1.32198
C 0.88863 -3.72595 -0.30310
O 0.72962 -4.86948 -0.67408
O 0.61987 -3.22001 0.85165
H -1.36996 -1.02744 -7.66191
H 0.09505 -1.97561 -7.97457
H 0.11919 -0.22743 -8.17151
H -1.80207 -0.30325 -5.42152
H -1.05585 0.06446 -3.09159
H 2.94654 -0.95364 -4.21001
H 2.19316 -1.36797 -6.53069
H 2.61585 -2.91217 -1.19363
H 1.23981 -3.02690 -2.32879
F 5.34363 -0.70917 1.11736
Te 4.16099 0.27946 -0.02042
F 5.51578 0.64420 -1.27225
F 4.29489 -1.48960 -0.81267
F 3.50967 2.02598 -0.63330
F 4.93130 1.57610 1.16277
O 2.71383 0.00712 0.99091

Atomic forces in eV per Å
0.12 -0.65 -0.18
-0.23 -0.31 0.07
0.41 0.39 0.40
-0.14 -0.21 0.02
0.17 0.01 0.15
0.06 0.29 -0.43
-0.08 -0.14 -0.27
-0.09 0.12 0.30
0.12 -0.01 -0.05
0.04 -0.10 -0.01
-0.10 0.18 0.24
0.48 -0.26 -0.43
-0.16 0.05 0.14
-0.07 -0.10 -0.07
0.04 0.05 -0.02
-0.13 -0.04 0.05
0.41 -0.08 -0.26
0.01 -0.07 0.26
0.02 -0.02 -0.03
-0.03 -0.01 0.02
0.01 -0.11 0.02
0.04 0.18 -0.27
0.01 0.05 0.06
-0.06 -0.14 -0.08
-0.03 0.04 0.07
-0.10 -0.05 -0.02
0.00 0.03 -0.02
0.01 0.01 -0.10
0.05 0.04 0.02
0.00 -0.01 0.03
0.07 0.04 0.02
-0.01 0.02 0.01
0.01 -0.01 0.00
0.02 0.02 -0.02
0.04 0.02 0.02
0.04 0.04 0.03
0.03 0.00 0.01
-0.05 -0.01 0.15
0.15 0.03 0.19
0.18 0.01 0.12
-0.09 0.02 -0.01
-0.37 -0.47 -0.35
-0.32 -0.15 -0.40
-0.66 0.03 -0.38
-0.28 0.97 -0.08
-0.10 -0.89 0.57
0.54 0.19 -1.79
-0.15 0.15 0.60
-0.34 0.81 1.02
0.00 -0.02 -0.01
-0.03 -0.01 -0.01
-0.03 -0.02 -0.04
0.00 -0.02 -0.01
-0.05 -0.02 -0.05
-0.02 -0.02 -0.03
0.00 0.00 0.00
0.06 0.24 -0.19
-0.03 0.04 0.02
-0.47 0.18 -0.39
4.44 0.88 0.53
-0.57 -0.18 0.52
-0.68 0.69 0.17
-0.12 -0.82 0.03
-0.38 -0.34 -0.41
-1.66 -0.50 0.58